C3H3Br | wB97M-V/def2-TZVPD

**Multiplicity**: 1
**Relative energy (zero: lowest compared OMol25 entry of this formula, charge and spin)**: 296.8 kJ/mol
**Energy**: -73196.90214 eV
**Orbital gap (alpha / beta)**: 7.68 / 8.21 eV

```
7
Properties=species:S:1:pos:R:3:mulliken_charge:R:1
C 0.253 -0.535 -0.303 0.04
C 1.382 -0.519 0.450 -0.49
C -0.586 0.481 -0.226 -0.37
Br -2.520 0.057 0.069 -0.14
H -0.106 -1.430 -0.611 0.37
H 2.068 0.319 0.596 0.25
H -0.491 1.628 0.025 0.33
```